DFT (the ωB97M-V functional and the def2-TZVPD basis) results for 2 unconnected molecules or ions with the total composition C2H7NO.

Element x y z (Å)
H  1.8305  -0.1052  2.7240
H  -1.6131  -1.6164  -1.8469
H  3.8958  0.8322  1.5608
H  -1.5573  -0.7078  -0.3481
H  -1.8721  0.9930  -1.7633
C  -2.1415  -0.9803  -1.1716
C  2.7698  0.9878  1.3175
N  1.6914  0.4097  1.8832
O  -2.4706  0.1292  -1.9042
H  -3.0841  -1.3763  -0.7898
H  2.5510  1.4342  0.3383

Computed properties:
Spin multiplicity: 1
E_tot, a.u.: -210.3063
HOMO-LUMO gap, eV: 10.88
Energy relative to the best compared isomer or geometry (same formula, charge and spin), kcal/mol: 58.0

DFT (the ωB97M-V functional and the def2-TZVPD basis) results for C4H8S in the gas phase.

Element x y z (Å)
C  0.3066  0.0514  -0.1160
H  1.8320  -0.6853  1.2164
H  -1.9993  -0.7045  0.0307
H  0.8713  -1.8687  0.4816
C  -1.2895  0.0116  -0.3887
H  -0.4435  2.1096  -0.1879
C  -0.5299  1.1384  0.2899
H  -1.3398  0.2371  -1.4536
H  0.9036  -0.1666  -2.4629
C  0.8241  -0.9415  0.8923
H  0.1518  -0.9332  1.8549
H  -0.5280  1.1329  1.3919
S  1.2406  0.6188  -1.5486

Computed properties:
Spin multiplicity: 1
E_tot, a.u.: -555.3235
HOMO-LUMO gap, eV: 10.03
Energy relative to the best compared isomer or geometry (same formula, charge and spin), kcal/mol: 29.2

DFT (the ωB97M-V functional and the def2-TZVPD basis) results for a gas-phase ion, C13H16NO (charge +1).

Element x y z (Å)
H  0.1066  -2.8036  -1.9122
H  -1.4017  2.5177  -0.4007
C  -0.9804  0.4221  -0.5165
C  -2.1660  -1.5186  -1.0866
H  -0.1954  -3.9359  -0.5587
C  1.1804  3.2956  0.6650
C  2.6585  1.5560  1.4068
C  1.2276  -0.3657  0.3392
H  0.5497  3.7485  1.3661
H  -3.0455  -3.3980  -1.9511
H  -2.7979  0.4243  -1.6559
H  -4.0708  -2.0969  -1.7502
H  1.1678  -2.8451  -0.5680
H  3.6482  1.1897  0.9684
C  -0.6774  -1.9200  -0.2125
C  -2.1435  -0.1995  -1.1776
H  3.1132  3.2674  0.2870
O  -0.7962  -2.4509  1.0321
C  -0.6570  1.7234  -0.2757
N  0.1740  -2.9356  -0.8804
C  0.6014  2.0044  0.3166
H  2.7039  3.7980  1.9256
C  2.5648  3.0373  1.1785
C  -0.0732  -0.5890  -0.1541
H  1.8066  -1.0741  0.9164
H  -1.2203  -1.7460  1.5299
H  2.6354  1.2089  2.4908
H  -3.4671  -2.7788  -0.3952
C  1.5012  0.9840  0.5494
C  -3.2183  -2.5308  -1.3468
H  1.2713  4.0113  -0.1297

Computed properties:
Spin multiplicity: 3
Net charge: +1
E_tot, a.u.: -634.5294
HOMO-LUMO gap (spin up / spin down), eV: 5.26 / 6.44
<S²>: 2.047
Energy relative to the best compared isomer or geometry (same formula, charge and spin), kcal/mol: 0.0

DFT (the ωB97M-V functional and the def2-TZVPD basis) results for a molecular structure, C5H12MgO4S2.

Element x y z (Å)
C  2.5051  1.6884  0.1120
H  1.8407  1.1707  2.2504
H  -3.5194  -1.8638  -1.0980
H  -0.7425  -3.4769  -1.9598
O  -0.4771  -1.4145  2.0655
C  -2.4591  -2.2911  -0.8190
H  1.5290  3.0401  1.6998
H  -0.5772  2.6207  0.6083
H  4.0713  -0.2348  -0.7544
H  -2.5330  -3.2437  -0.1040
H  -0.1772  0.8362  0.1301
H  1.9640  1.5620  -0.9320
H  -0.9309  -1.6763  -2.4845
Mg  1.7568  3.3853  -1.3056
O  -0.8537  1.2387  2.2233
S  -1.5879  -0.2943  2.1013
H  -2.2804  -2.8981  -3.0551
H  3.2595  2.6034  0.1166
S  3.5211  0.1498  0.4790
O  -2.4417  -0.4674  0.5958
C  -1.5497  -2.6485  -2.1762
O  -1.6831  -1.2846  -0.0783
C  -0.1087  1.6055  1.0093
C  1.4742  1.8932  1.3755

Computed properties:
Spin multiplicity: 1
Net charge: +2
E_tot, a.u.: -1494.0947
HOMO-LUMO gap, eV: 2.55

DFT (the ωB97M-V functional and the def2-TZVPD basis) results for a gas-phase ion, C4H11N2O (charge +1).

Element x y z (Å)
H  -2.4428  -0.1641  -1.4124
N  -0.9105  -0.4270  -0.0132
C  1.1768  0.8011  -0.4175
C  -1.7563  0.4344  -0.8317
N  2.5095  0.7581  0.3006
H  3.2373  1.1798  -0.2752
H  -1.1539  1.0339  -1.5171
C  0.2735  -0.0632  0.4755
O  0.7797  -0.5622  1.4704
H  -0.8139  -2.4192  0.7381
H  -2.2242  -1.9876  -0.2249
H  -2.0880  -1.4600  1.4519
H  -2.3312  1.0956  -0.1873
H  2.4656  1.3841  1.1082
H  0.8507  1.8354  -0.4321
H  2.6574  -0.1961  0.6406
C  -1.5302  -1.6300  0.5300
H  1.3005  0.3872  -1.4038

Computed properties:
Spin multiplicity: 1
Net charge: +1
E_tot, a.u.: -343.5179
HOMO-LUMO gap, eV: 9.94
Energy relative to the best compared isomer or geometry (same formula, charge and spin), kcal/mol: 29.0

DFT (the ωB97M-V functional and the def2-TZVPD basis) results for 2 unconnected molecules or ions with the total composition CH3NO3.

Element x y z (Å)
H  -1.7114  -0.0266  -1.2727
N  0.6811  -0.0346  0.8608
C  1.8180  0.2732  0.9304
O  -0.0882  -1.1773  0.8783
O  2.8571  0.8376  0.9958
H  0.3939  -1.9554  1.3467
O  -2.1150  0.5800  -1.8879
H  -1.8354  1.5033  -1.8513

Computed properties:
Spin multiplicity: 1
E_tot, a.u.: -320.2808
HOMO-LUMO gap, eV: 10.18
Energy relative to the best compared isomer or geometry (same formula, charge and spin), kcal/mol: 38.8

DFT (the ωB97M-V functional and the def2-TZVPD basis) results for a molecular structure, C30H37FIrNO4SSbSe2Si2.

Element x y z (Å)
Sb  1.5910  -1.5576  1.1700
H  -3.4417  3.8318  -1.8339
F  -3.0646  -1.7272  0.6780
C  0.1688  -2.6121  3.6967
H  6.2670  2.1907  0.8876
O  -0.4592  1.9659  3.5625
C  -0.1094  -2.6851  5.0540
C  -0.7345  4.9122  -1.6064
C  1.8845  -0.9751  4.1432
H  -0.3957  -3.2102  2.9902
C  2.7557  -4.3475  1.8089
C  -5.0225  1.6926  -3.5125
Si  -3.4153  1.4271  -2.5477
H  -4.9423  2.6497  -4.0331
C  3.2157  -0.1664  1.0121
C  -2.0696  1.3070  -3.8676
H  3.9271  -5.1926  -1.7696
C  1.1679  -1.7583  3.2504
O  0.1485  0.2510  1.5651
H  -1.1013  1.0539  -3.4384
C  3.1086  1.1294  1.5000
C  -5.2289  -1.2168  -2.1676
C  4.2067  1.9762  1.4513
O  0.1204  2.8660  1.1262
H  -1.1157  4.7759  -0.5934
H  2.1532  3.0180  -3.7325
H  6.4497  -0.1161  0.0207
C  3.5952  -4.9573  -0.7663
H  2.1449  -0.4314  6.1969
H  -4.1096  2.7629  -0.5931
H  -0.5344  5.9753  -1.7580
H  -0.8887  -3.3470  5.4097
H  4.5087  -1.6291  0.1084
H  0.3837  -1.9624  7.0102
C  2.2659  4.4441  -0.7438
C  -4.1057  -1.0040  -1.3260
H  -1.5020  4.6025  -2.3155
S  0.0861  -1.8574  -0.6148
C  -3.3187  2.8675  -1.3396
C  1.5975  -1.0503  5.4981
H  0.5307  3.4627  -4.2712
H  4.1850  -6.8546  0.0434
C  -5.8628  -3.2162  -0.9870
C  -6.0757  -2.2876  -2.0026
H  -2.3733  2.8738  -0.7958
H  2.1864  1.4896  1.9248
C  5.5117  0.2386  0.4289
O  -2.1103  1.4465  1.4650
H  2.4393  -4.1050  2.8171
H  3.4362  -6.3129  2.3342
C  2.5909  -3.4180  0.7894
C  1.3588  3.7583  -3.6246
H  -6.9182  -2.4130  -2.6697
Se  0.5102  1.6514  -1.1773
N  -3.2231  0.0044  -1.5125
H  -2.3168  0.5360  -4.6013
H  -5.8981  1.7529  -2.8620
C  3.0082  -3.7293  -0.5015
C  5.4075  1.5330  0.9162
H  1.9825  4.3273  0.3033
H  2.6549  -0.2999  3.7930
Ir  -1.3983  0.1667  -0.3190
H  2.5292  5.4882  -0.9262
C  0.6036  -1.9045  5.9519
H  -4.6368  -3.7079  0.7193
Se  -0.5853  1.6920  2.0098
H  -1.9680  2.2547  -4.4025
C  -4.8106  -3.0259  -0.1016
H  -5.2091  0.9316  -4.2736
Si  0.8249  3.8869  -1.8146
C  4.4186  -0.6149  0.4777
H  2.8574  -3.0153  -1.3040
H  -6.5143  -4.0711  -0.8736
H  1.7395  4.7191  -3.9793
H  4.1188  2.9846  1.8347
H  -5.4035  -0.5281  -2.9801
C  3.7449  -5.8878  0.2534
C  -3.9888  -1.9405  -0.2644
C  3.3248  -5.5857  1.5399
H  3.1419  3.8237  -0.9378

Computed properties:
Spin multiplicity: 6
E_tot, a.u.: -7745.4331
HOMO-LUMO gap (spin up / spin down), eV: 7.75 / 5.83
<S²>: 8.793
Energy relative to the best compared isomer or geometry (same formula, charge and spin), kcal/mol: 0.0